Molecular formula: C12H22NO12Zn
Method: DFT, the ωB97M-V functional and the def2-TZVPD basis

```
48
Properties=species:S:1:pos:R:3:forces:R:3:mulliken_charge:R:1
Zn -4.583 3.704 2.356 -1.432 -1.023 0.168 1.20
C -1.244 5.537 1.778 1.381 -0.057 -0.911 -1.35
C -1.830 6.636 2.640 -0.687 0.522 -0.260 -0.22
C -2.580 6.036 3.805 -1.826 -0.458 -0.105 0.83
N -3.388 7.017 4.635 1.468 0.709 -0.235 0.44
C -2.413 8.035 5.176 -1.076 -0.298 0.552 -1.03
C -4.511 7.700 3.839 0.316 -0.954 0.342 -0.05
C -5.530 8.116 4.892 -0.075 1.318 0.975 -0.86
C -5.182 7.351 6.199 0.221 -0.807 -1.356 -0.89
C -4.150 6.322 5.699 -0.350 0.652 1.281 -0.17
H -0.487 5.888 1.064 0.174 0.566 0.395 0.40
H -1.906 5.036 1.072 -0.521 -0.020 0.880 0.29
H -0.709 4.810 2.395 -0.229 0.022 -0.076 0.25
H -2.571 7.190 2.055 0.092 -0.134 -0.064 0.31
H -1.105 7.394 2.944 0.389 -0.324 0.171 0.50
H -2.053 5.333 4.453 0.368 0.535 0.229 0.81
H -3.408 5.426 3.446 0.497 -0.025 -0.334 -1.29
H -2.293 8.828 4.446 0.325 -0.120 -0.086 0.33
H -1.497 7.511 5.426 0.143 0.155 -0.114 0.30
H -2.834 8.469 6.081 -0.010 0.038 -0.019 0.39
H -4.032 8.488 3.266 -0.300 0.083 -0.133 0.55
H -4.858 6.884 3.202 -0.287 0.336 -0.128 -0.33
H -5.499 9.193 5.093 0.400 0.056 -0.099 0.32
H -6.566 7.913 4.655 0.241 -0.238 -0.539 0.53
H -4.849 8.031 6.979 0.057 -0.245 0.221 0.39
H -5.996 6.678 6.459 -0.403 0.700 0.477 0.46
H -3.510 5.992 6.517 0.320 -0.229 -0.326 0.50
H -4.730 5.510 5.253 0.392 -0.091 -0.244 -0.12
O -6.955 0.265 1.561 -0.164 -0.306 0.020 -0.48
C -6.786 1.354 2.375 -0.157 1.988 0.114 0.64
O -7.743 1.701 3.102 -0.095 -0.540 -0.141 -0.85
O -5.717 1.977 2.223 0.824 -0.806 -0.133 -0.68
H -7.897 0.073 1.653 0.068 -0.166 0.087 0.30
O -8.190 4.381 3.666 1.031 -0.181 0.264 -0.56
C -7.043 4.988 4.037 -0.050 1.371 0.371 0.41
O -5.930 4.491 3.719 1.007 -0.828 -0.495 -0.49
O -7.084 6.058 4.684 -1.240 -0.829 -0.173 -0.67
H -7.898 3.470 3.399 -0.432 -0.221 -0.175 0.34
O -0.987 2.679 3.282 0.492 -0.518 0.833 -0.52
C -2.277 2.843 2.980 -2.775 1.850 -1.075 0.81
O -2.685 2.886 1.790 1.329 -0.880 -0.921 -0.71
O -3.119 3.186 3.853 1.139 -0.578 1.437 -0.72
H -0.457 2.633 2.481 -0.364 -0.181 -0.283 0.37
O -5.080 6.051 -0.679 -0.076 0.419 0.072 -0.54
C -4.977 5.328 0.447 0.515 -2.278 1.532 0.68
O -5.623 4.275 0.604 -0.750 0.474 -1.322 -0.61
O -4.121 5.617 1.344 0.139 1.519 -0.607 -0.52
H -4.449 6.772 -0.570 -0.031 0.019 -0.063 0.32
```
Positions in Å, forces in eV/Å.

Results
- E_tot (eV) = -87285.1248
- net charge = -1